No. 1
Below is an isolated ion of composition C6H13N2 and charge +1 in a non-equilibrium geometry, with properties calculated with ωB97M-V/def2-TZVPD.

E = -9401.6822 eV
LUMO level = -4.098 eV
2S+1 = 1
F_max = 5.3 eV/Å
HOMO-LUMO gap = 7.41 eV
total charge = +1

Last column: Löwdin charge in e.
Cartesian coordinates (Å):
1 N -2.624322 -0.045802 1.094585  0.02
2 N 1.616701 0.140419 -0.012803  -0.17
3 C 1.466893 1.277022 -0.838941  -0.01
4 C 0.773683 -0.826407 0.200591  0.02
5 C 2.978029 -0.098904 0.565849  0.02
6 C -3.082575 0.090948 -0.305567  -0.15
7 C -0.588180 -0.733812 -0.479906  -0.12
8 C -1.644260 0.505828 0.018692  -0.14
9 H 3.266219 0.645994 1.352860  0.13
10 H 2.769674 -1.047828 1.112668  0.09
11 H -3.218065 -0.898661 -0.901941  0.14
12 H 1.646990 0.997469 -1.832307  0.10
13 H -3.042873 0.677747 1.620764  0.12
14 H -0.976773 -1.710275 -0.238064  0.09
15 H -0.571516 -0.541330 -1.541974  0.11
16 H 1.142243 -1.658916 0.719330  0.12
17 H 2.298875 1.861842 -0.541842  0.09
18 H 0.363823 1.714292 -0.682487  0.14
19 H 3.719592 -0.213401 -0.237516  0.12
20 H -3.685966 0.838199 -0.690548  0.08
21 H -2.608186 -0.974423 1.618565  0.19

Atomic forces in eV per Å
-0.454 -1.376 -0.026
1.080 -3.116 2.003
-3.122 1.507 0.998
-1.467 3.966 -3.214
-0.754 -0.671 1.190
3.278 -3.733 -1.793
-0.921 0.569 2.557
1.041 -1.528 -0.442
-0.337 -0.310 -1.102
1.287 0.634 -0.382
0.063 1.550 1.509
-0.038 -0.439 -1.688
-0.075 0.723 1.187
-0.840 -0.503 -0.515
0.504 -0.185 -0.308
-0.049 -1.026 0.874
0.194 1.510 0.112
2.614 -0.641 -0.374
-0.243 0.124 0.397
-1.600 1.478 0.374
-0.161 1.468 -1.357


No. 2
Below is an isolated ion of composition C6H13N2 and charge +1 in a non-equilibrium geometry, with properties calculated with ωB97M-V/def2-TZVPD.

E = -9401.6655 eV
LUMO level = -2.637 eV
2S+1 = 1
F_max = 5.3 eV/Å
SMILES string = C/C=C/N1C[N+]1(C)C
HOMO-LUMO gap = 11.20 eV
total charge = +1

Last column: Löwdin charge in e.
Cartesian coordinates (Å):
1 N -0.025071 -0.517373 -0.777505  0.08
2 N -0.536536 -1.136921 0.432065  -0.26
3 C 0.836312 0.614218 -0.504392  -0.09
4 C 0.457072 -1.819512 -0.390659  0.03
5 C 1.340682 3.050952 -1.138410  -0.04
6 C -1.922795 -1.685929 0.301329  0.01
7 C 0.681736 1.747947 -1.171139  -0.11
8 C -0.221927 -0.800342 1.797756  0.02
9 H 1.621942 0.552230 0.152573  0.09
10 H -2.271258 -2.027352 -0.608133  0.06
11 H -2.658269 -0.747404 0.482410  0.16
12 H 0.587016 3.759767 -0.828700  0.10
13 H -0.005161 1.751952 -1.899403  0.08
14 H 1.335596 -1.863557 0.146817  0.13
15 H -1.153558 -0.211784 2.313161  0.18
16 H -0.094458 -1.593903 2.443185  0.09
17 H 1.923948 3.136918 -0.298765  0.06
18 H 0.090847 -2.565809 -0.948255  0.11
19 H 0.599820 -0.220967 1.763901  0.05
20 H -2.258146 -2.559867 0.911122  0.13
21 H 1.672210 3.136738 -2.178957  0.12

Atomic forces in eV per Å
0.875 1.166 0.036
-2.773 -3.383 -0.221
-1.139 0.741 -1.398
-0.514 3.281 1.263
-1.399 -0.776 -0.532
-2.875 2.967 2.174
0.651 -0.936 1.539
-4.597 2.417 0.970
1.730 -0.693 1.777
0.581 -0.270 -2.764
1.692 -2.252 0.018
-0.664 0.551 -0.899
-2.959 -0.391 -2.597
2.179 -0.443 0.520
2.328 -1.072 -1.642
0.411 -2.278 0.744
2.822 0.136 1.246
-0.898 -2.902 -1.853
2.708 2.114 0.422
1.222 1.007 0.591
0.623 1.015 0.607


No. 3
Below is an isolated ion of composition C6H13N2 and charge +1 in a non-equilibrium geometry, with properties calculated with ωB97M-V/def2-TZVPD.

E = -9400.5309 eV
LUMO level = -4.728 eV
2S+1 = 1
F_max = 5.0 eV/Å
HOMO-LUMO gap = 8.99 eV
total charge = +1

Last column: Löwdin charge in e.
Cartesian coordinates (Å):
1 N -1.324500 0.435775 0.252327  -0.15
2 N 0.939138 0.044715 -0.159562  0.07
3 C -1.452070 -0.783452 -0.589617  0.08
4 C -1.163239 -2.027287 0.065908  -0.09
5 C 3.309740 -0.283134 -0.037814  -0.07
6 C -0.048651 1.132596 -0.143563  -0.11
7 C 2.144593 0.522071 -0.105108  -0.21
8 C -2.641661 1.019990 -0.114747  0.04
9 H 4.289438 0.184200 -0.481500  0.14
10 H 0.395945 1.916235 0.506721  0.15
11 H -3.305244 0.549689 0.494627  0.09
12 H -1.078660 -2.206409 1.209875  0.13
13 H 3.664890 -0.579898 0.914523  0.07
14 H -0.287107 1.532102 -1.066676  0.12
15 H -2.709304 0.975384 -1.147031  0.09
16 H 2.374956 1.545763 0.054713  0.12
17 H 3.102754 -1.317925 -0.487936  0.12
18 H -2.596951 2.005301 0.255130  0.11
19 H -1.992147 -2.633340 -0.166934  0.08
20 H -1.358608 0.141185 1.177150  0.14
21 H -0.263318 -2.173558 -0.430484  0.08

Atomic forces in eV per Å
-0.079 -0.366 -1.710
1.388 1.722 -0.691
1.389 0.046 -0.649
-2.296 0.830 3.994
3.113 -2.901 -2.712
1.103 -1.234 1.780
-2.094 -0.857 0.881
2.513 2.077 1.123
-2.120 -0.719 0.371
-1.570 -0.193 0.140
-2.487 -1.661 0.949
0.388 1.043 -1.497
-0.134 0.249 1.609
-0.135 0.703 -2.168
-0.731 -0.175 -1.775
-0.413 1.431 -0.099
0.462 1.501 0.167
-0.244 1.566 0.159
-0.486 -1.606 -1.214
0.507 -0.209 2.610
1.926 -1.246 -1.270


No. 4
Below is an isolated ion of composition C6H13N2O and charge +1 in a non-equilibrium geometry, with properties calculated with ωB97M-V/def2-TZVPD.

E = -11452.0964 eV
LUMO level = -2.733 eV
2S+1 = 1
F_max = 3.8 eV/Å
SMILES string = CC1=C(CN)[N@H+](C)CO1
HOMO-LUMO gap = 10.68 eV
total charge = +1

Last column: Löwdin charge in e.
Cartesian coordinates (Å):
1 O -2.189275 0.522367 -0.208229  0.03
2 N 1.804758 -1.371745 -0.529242  0.02
3 N -0.067082 0.894838 -0.882210  -0.05
4 C 0.382955 2.186148 -0.392333  0.00
5 C -0.120519 -0.150148 0.224230  -0.11
6 C -1.512800 0.790773 -1.333999  -0.12
7 C 1.230287 -0.752601 0.632019  -0.18
8 C -1.391431 -0.318317 0.573599  -0.23
9 C -2.065131 -1.449518 1.245969  0.02
10 H -1.416583 -0.035388 -2.158190  0.20
11 H -2.935811 -1.065844 1.756806  0.09
12 H -2.554839 -2.122350 0.425810  0.15
13 H 2.763314 -1.309252 -0.707906  0.06
14 H 1.605331 -2.282231 -0.904554  0.09
15 H 1.304941 2.102140 0.071553  0.07
16 H 0.703219 0.687309 -1.515050  0.18
17 H -1.464297 -1.854803 2.077745  0.11
18 H 1.960652 0.109198 0.843653  0.14
19 H -1.798696 1.738888 -1.760591  0.15
20 H 1.143140 -1.241680 1.589515  0.12
21 H 0.461747 2.956726 -1.219978  0.14
22 H -0.282766 2.623700 0.336859  0.12

Atomic forces in eV per Å
-1.225 -0.828 1.106
-0.607 -0.461 -1.096
0.329 -0.409 1.582
-1.554 2.936 -0.894
1.486 0.081 0.332
2.142 -0.435 -3.077
0.326 2.188 -0.655
0.516 -0.601 -1.540
-1.221 0.044 -0.109
-0.880 1.092 1.588
-0.426 0.306 0.209
1.470 0.710 1.608
1.697 0.809 0.482
-1.171 -0.344 0.701
1.902 -0.357 0.719
-0.611 -1.213 -0.718
-0.065 -0.512 -0.982
-1.168 -0.980 -0.058
-0.329 0.174 -0.178
-0.083 -0.811 0.102
-0.046 -1.163 0.679
-0.483 -0.226 0.199


No. 5
Below is an isolated ion of composition C6H13N2O and charge +1 in a non-equilibrium geometry, with properties calculated with ωB97M-V/def2-TZVPD.

E = -11449.6779 eV
LUMO level = -5.738 eV
2S+1 = 1
F_max = 3.9 eV/Å
SMILES string = C=C(C)C(C)(C)[N+](N)=O
HOMO-LUMO gap = 8.10 eV
total charge = +1

Last column: Löwdin charge in e.
Cartesian coordinates (Å):
1 O 0.143975 -1.575011 1.417044  0.22
2 N -1.959005 -1.051417 1.388701  0.27
3 N -0.656083 -0.852154 0.996965  -0.15
4 C 1.623034 -1.171826 -0.952641  -0.05
5 C 1.251700 0.057271 -0.219120  -0.33
6 C 2.197165 0.859000 0.102239  0.10
7 C -0.259861 0.264490 0.056592  -0.41
8 C -1.185903 0.261535 -1.171867  -0.02
9 C -0.509357 1.566309 0.731640  -0.03
10 H -2.117117 -1.958273 1.750462  0.14
11 H -1.262879 -0.708437 -1.693103  0.10
12 H 3.229875 0.532270 -0.129860  0.11
13 H 2.681973 -1.313022 -1.043076  0.08
14 H -0.235361 2.399423 0.064951  0.13
15 H -0.911800 0.837198 -2.060696  0.12
16 H -2.212809 0.568432 -0.932475  0.09
17 H 1.082723 -2.069800 -0.469485  0.10
18 H -1.538464 1.613981 1.154455  0.10
19 H 2.171725 1.828496 0.430513  0.06
20 H 0.014847 1.619273 1.688679  0.11
21 H 1.189768 -1.120489 -2.046633  0.13
22 H -2.738146 -0.587249 0.936716  0.14

Atomic forces in eV per Å
1.292 -1.220 1.160
1.642 1.329 -1.121
-3.463 0.257 -0.035
-2.929 -1.907 -1.732
-2.417 -1.947 -0.784
3.208 0.156 -0.381
0.845 1.213 -1.748
-0.776 -1.668 -1.192
-0.747 0.700 2.362
0.010 -1.032 0.639
0.009 -0.149 0.703
-0.716 0.264 0.089
0.366 -0.218 0.167
-0.372 -0.375 0.421
0.685 0.700 0.803
0.313 0.012 0.149
1.346 0.986 -1.051
0.239 0.343 -1.083
-0.575 2.139 1.270
0.726 0.250 -0.301
0.837 -0.100 1.932
0.480 0.270 -0.266


No. 6
Below is an isolated ion of composition C6H13N2O2 and charge -1 in a non-equilibrium geometry, with properties calculated with ωB97M-V/def2-TZVPD.

E = -13500.0813 eV
LUMO level (spin up / spin down) = 3.574 / 3.035 eV
2S+1 = 3
F_max = 11.3 eV/Å
HOMO-LUMO gap (spin up / spin down) = 3.32 / 6.89 eV
total charge = -1

Last column: Löwdin spin population.
Cartesian coordinates (Å):
1 O 1.775042 0.623588 -2.320601  0.22
2 O 1.492895 -1.201989 -3.385399  0.45
3 N 0.450034 -0.964096 -1.575118  0.71
4 N 1.224935 -0.471421 -2.411021  0.48
5 C -0.982400 -1.054875 0.521104  0.00
6 C -1.895643 1.082341 -1.365008  0.01
7 C 1.311415 0.175529 0.597263  0.02
8 C 0.078227 -0.155788 -0.248117  0.04
9 C -0.597376 1.243745 -0.592151  0.03
10 C 2.239031 -0.966786 0.948756  0.02
11 H -2.005319 -1.028010 0.319919  0.00
12 H 3.103938 -0.568503 1.318406  0.00
13 H -2.137765 2.003326 -1.776694  0.00
14 H 0.017025 1.773644 -1.271967  0.00
15 H -0.641484 -1.999314 0.248168  0.00
16 H -1.787999 0.570569 -2.298374  0.00
17 H 2.666025 -1.616683 0.085308  0.00
18 H 0.924264 0.712467 1.378098  0.00
19 H -0.833490 -0.696836 1.647032  0.00
20 H 1.782958 0.935269 -0.176244  0.00
21 H 1.712035 -1.691008 1.689831  0.00
22 H -2.735294 0.778547 -0.875488  0.00
23 H -0.961140 1.704944 0.361230  0.00

Atomic forces in eV per Å
2.060 5.188 1.194
0.378 -3.093 -2.756
-6.876 -3.098 8.432
3.182 2.121 -4.195
3.147 2.690 2.083
2.062 0.186 -1.490
1.126 -0.001 -5.024
-1.274 0.019 -2.177
-1.661 -2.310 0.678
-1.987 -2.877 -0.984
-1.555 0.689 -0.846
2.252 0.934 1.733
-0.621 2.403 -0.379
1.167 0.962 0.166
0.539 -2.130 0.534
0.315 -1.237 -0.336
-1.403 1.190 0.974
-0.515 1.231 2.522
-0.365 -1.425 -2.030
-0.138 -1.456 1.818
1.125 1.119 -1.045
-2.131 -1.262 1.641
1.172 0.157 -0.513